This record from the Open Molecules 2025 dataset describes a cluster of 4 separate species, C33H60Cl2F3N10O6S2 in total in a non-equilibrium geometry. The level of theory is ωB97M-V/def2-TZVPD.

Each atom is followed by the atoms it is bonded to, with distances in Å.
Cartesian coordinates (Å):
1 C 2.5778 -0.7176 -1.2296  C2 1.552, H42 1.092, H43 1.089, H44 1.091
2 C 1.0700 -0.9908 -1.4741  C1 1.552, N3 1.247, C4 1.506
3 N 0.7390 -2.0428 -2.0567  C2 1.247, H45 1.020
4 C 0.0824 0.0555 -1.0277  C2 1.506, C5 1.529, H46 1.097, H47 1.085
5 C -1.1982 -0.4919 -0.3972  C4 1.529, C6 1.595, C14 1.521, C26 1.564
6 C -2.2071 0.7418 -0.4641  C5 1.595, C7 1.534, H48 1.088, H49 1.088
7 C -3.1164 0.7767 -1.6988  C6 1.534, C8 1.560, H50 1.091, H51 1.093
8 C -4.0583 2.0081 -1.5290  C7 1.560, C9 1.525, H52 1.091, H53 1.091
9 C -3.3211 3.3429 -1.5057  C8 1.525, N10 1.475, H54 1.098, H55 1.093
10 N -2.9422 3.7895 -0.1516  C9 1.475, C11 1.393, H56 1.014
11 C -4.0321 4.0776 0.6665  N10 1.393, N12 1.256, N13 1.433
12 N -5.2129 4.1961 0.2555  C11 1.256, H57 1.017
13 N -3.7202 4.2079 2.0594  C11 1.433, H58 1.015, H59 1.019
14 C -1.8576 -1.7088 -1.0271  C5 1.521, C15 1.544, N19 1.269
15 C -2.0214 -2.1756 -2.4901  C14 1.544, F16 1.294, F17 1.329, F18 1.288
16 F -1.5499 -1.2987 -3.3175  C15 1.294
17 F -3.3246 -2.2983 -2.7193  C15 1.329
18 F -1.5018 -3.3366 -2.6935  C15 1.288
19 N -2.3894 -2.4815 -0.1718  C14 1.269, C20 1.475, H60 1.020
20 C -2.3143 -2.0239 1.2289  N19 1.475, C21 1.558, C26 1.564, H61 1.090
21 C -3.7427 -1.4552 1.4834  C20 1.558, Cl22 1.817, C23 1.548, H62 1.085
22 Cl -4.9153 -2.7607 1.0127  C21 1.817
23 C -4.0449 -1.0906 2.9575  C21 1.548, C24 1.557, Cl25 1.792, H63 1.085
24 C -5.4034 -0.3307 2.9912  C23 1.557, H64 1.088, H65 1.086, H66 1.095
25 Cl -4.1744 -2.5759 3.9514  C23 1.792
26 C -1.1215 -1.0242 1.0709  C5 1.564, C20 1.564, C27 1.530, O39 1.459
27 C -1.0679 -0.0108 2.2159  C26 1.530, C28 1.545, H67 1.090, H68 1.092
28 C 0.0881 1.0141 2.1750  C27 1.545, C29 1.528, H69 1.093, H70 1.097
29 C 1.4901 0.4083 2.2044  C28 1.528, S30 1.824, H71 1.093, H72 1.089
30 S 2.7636 1.6763 2.5134  C29 1.824, C31 1.806
31 C 4.2144 0.8390 1.8382  S30 1.806, S32 1.630, N33 1.389
32 S 4.5368 -0.6988 2.2730  C31 1.630
33 N 4.9932 1.5737 0.9534  C31 1.389, C34 1.486, C38 1.464
34 C 5.9216 2.4845 1.6721  N33 1.486, C35 1.525, H73 1.098, H74 1.104
35 C 6.7473 3.2634 0.6537  C34 1.525, O36 1.423, H75 1.099, H76 1.089
36 O 7.4802 2.4035 -0.2113  C35 1.423, C37 1.426
37 C 6.5304 1.6269 -0.9385  O36 1.426, C38 1.529, H77 1.099, H78 1.090
38 C 5.8193 0.7368 0.0814  N33 1.464, C37 1.529, H79 1.097, H80 1.088
39 O 0.0002 -1.9567 1.0278  C26 1.459, N40 1.407
40 N 0.3277 -2.4605 2.3004  O39 1.407, O41 1.165
41 O 0.9771 -3.4235 2.2085  N40 1.165
42 H 3.0234 -0.7573 -2.2260  C1 1.092
43 H 2.9706 -1.5304 -0.6199  C1 1.089
44 H 2.7196 0.2741 -0.7974  C1 1.091
45 H 1.5510 -2.6092 -2.3002  N3 1.020
46 H -0.2217 0.6113 -1.9228  C4 1.097
47 H 0.6036 0.7814 -0.4126  C4 1.085
48 H -2.7838 0.8583 0.4516  C6 1.088
49 H -1.5733 1.6240 -0.5288  C6 1.088
50 H -2.5207 0.9379 -2.5989  C7 1.091
51 H -3.7923 -0.0792 -1.7737  C7 1.093
52 H -4.6066 1.8445 -0.5999  C8 1.091
53 H -4.7825 1.9710 -2.3436  C8 1.091
54 H -4.0139 4.0909 -1.9130  C9 1.098
55 H -2.4571 3.3624 -2.1747  C9 1.093
56 H -2.3167 4.5848 -0.2232  N10 1.014
57 H -5.8272 4.3863 1.0432  N12 1.017
58 H -4.1152 5.0838 2.3867  N13 1.015
59 H -2.7049 4.2719 2.1201  N13 1.019
60 H -2.8203 -3.3247 -0.5511  N19 1.020
61 H -2.2174 -2.7931 1.9958  C20 1.090
62 H -3.9990 -0.6382 0.8164  C21 1.085
63 H -3.3172 -0.4194 3.4011  C23 1.085
64 H -5.3479 0.5793 3.5858  C24 1.088
65 H -6.2161 -0.9831 3.2982  C24 1.086
66 H -5.6676 -0.0130 1.9773  C24 1.095
67 H -1.9860 0.5729 2.2760  C27 1.090
68 H -0.9972 -0.5134 3.1826  C27 1.092
69 H -0.0629 1.7289 1.3616  C28 1.093
70 H -0.0064 1.6157 3.0869  C28 1.097
71 H 1.5161 -0.3236 3.0152  C29 1.093
72 H 1.7526 -0.1190 1.2887  C29 1.089
73 H 5.4033 3.1375 2.3873  C34 1.098
74 H 6.6287 1.8378 2.2197  C34 1.104
75 H 6.1069 3.9007 0.0289  C35 1.099
76 H 7.4860 3.8911 1.1506  C35 1.089
77 H 5.8364 2.2890 -1.4747  C37 1.099
78 H 7.1030 1.0246 -1.6439  C37 1.090
79 H 6.6270 0.2696 0.6584  C38 1.097
80 H 5.2666 -0.0402 -0.4426  C38 1.088
81 C 4.2765 -1.6211 -5.8438  C82 1.510, H86 1.086, H87 1.090, H88 1.091
82 C 3.7460 -2.8849 -5.2114  C81 1.510, O83 1.222, N84 1.359
83 O 4.2694 -3.3979 -4.2331  C82 1.222
84 N 2.6416 -3.4514 -5.7645  C82 1.359, C85 1.452, H89 1.008
85 C 1.8779 -3.0003 -6.9144  N84 1.452, H90 1.092, H91 1.091, H92 1.085
86 H 5.1526 -1.2922 -5.2920  C81 1.086
87 H 4.5675 -1.8061 -6.8783  C81 1.090
88 H 3.5242 -0.8315 -5.8056  C81 1.091
89 H 2.3407 -4.2890 -5.2904  N84 1.008
90 H 0.8481 -2.8095 -6.6069  C85 1.092
91 H 1.8749 -3.7858 -7.6714  C85 1.091
92 H 2.2957 -2.0954 -7.3421  C85 1.085
93 C 2.3702 5.5687 3.7574  C94 1.509, H98 1.086, H99 1.091, H100 1.091
94 C 3.2914 5.6679 2.5668  C93 1.509, O95 1.223, N96 1.357
95 O 4.2746 4.9512 2.4470  C94 1.223
96 N 2.9965 6.5901 1.6155  C94 1.357, C97 1.451, H101 1.009
97 C 1.8856 7.5236 1.5817  N96 1.451, H102 1.092, H103 1.091, H104 1.085
98 H 2.7370 4.7925 4.4232  C93 1.086
99 H 2.3498 6.5133 4.3022  C93 1.091
100 H 1.3616 5.3038 3.4360  C93 1.091
101 H 3.6536 6.6018 0.8505  N96 1.009
102 H 1.2936 7.3423 0.6826  C97 1.092
103 H 2.2752 8.5417 1.5433  C97 1.091
104 H 1.2496 7.4193 2.4543  C97 1.085
105 C -4.7283 -8.3761 0.3259  C106 1.509, H110 1.086, H111 1.091, H112 1.091
106 C -4.7505 -7.0456 1.0365  C105 1.509, O107 1.219, N108 1.365
107 O -5.7871 -6.4455 1.2627  C106 1.219
108 N -3.5546 -6.5178 1.4296  C106 1.365, C109 1.453, H113 1.009
109 C -2.2232 -7.0728 1.2561  N108 1.453, H114 1.091, H115 1.093, H116 1.084
110 H -5.7470 -8.6604 0.0799  C105 1.086
111 H -4.1539 -8.3044 -0.5990  C105 1.091
112 H -4.2986 -9.1442 0.9701  C105 1.091
113 H -3.6470 -5.6298 1.8993  N108 1.009
114 H -1.7613 -7.2079 2.2354  C109 1.091
115 H -1.6136 -6.3738 0.6783  C109 1.093
116 H -2.2519 -8.0271 0.7418  C109 1.084

Output
Lowest unoccupied orbital energy   -3.80 eV
Net charge   +1
HOMO energy   -10.3725 eV
E_tot   -117239.325 eV

Results of the Löwdin charge analysis, in e, for atoms 1 through 4: atom 1 (C): -0.009, atom 2 (C): -0.371, atom 3 (N): 0.185, atom 4 (C): -0.049